1.
Density functional theory data (the ωB97M-V functional and the def2-TZVPD basis) for a structure of composition C44H51Cl3N10O8SSr at a distorted geometry.

Calculated values
Kohn-Sham gap in eV: 5.4949
Total charge: -2

Each line ends with the Löwdin charge.
Cartesian coordinates (Å):
Sr  -23.1919  -0.3989  2.6392  1.537
C  -22.5388  -3.4105  0.9195  -0.068
N  -23.5110  -3.3731  -0.1286  -0.146
C  -22.9801  -3.2415  -1.4524  -0.070
C  -24.7834  -3.0924  0.2291  -0.387
N  -25.0528  -2.4691  1.3705  0.150
C  -26.3566  -2.5988  1.9471  -0.208
C  -27.0715  -3.8307  1.9343  -0.050
C  -28.0884  -4.1126  2.8393  -0.130
C  -28.6455  -3.0727  3.5833  -0.128
C  -28.0883  -1.8023  3.4755  -0.023
C  -26.8709  -1.5535  2.7424  -0.262
N  -26.1009  -0.4746  2.9932  0.100
C  -26.6501  0.7201  3.2689  -0.343
N  -26.0876  1.4701  4.2900  -0.143
C  -25.6748  2.8139  4.1302  -0.080
C  -25.8261  0.7861  5.5905  -0.022
N  -27.6420  1.2444  2.4698  -0.114
C  -28.4909  2.3418  2.9006  -0.068
C  -27.8899  0.8234  1.0981  -0.062
N  -25.7150  -3.4052  -0.7211  -0.188
C  -26.7709  -2.4763  -1.0808  -0.044
C  -25.6800  -4.6243  -1.4546  -0.106
H  -21.7712  -4.1303  0.6124  0.096
H  -23.0254  -3.7936  1.8466  0.096
H  -22.0812  -2.4309  1.1287  0.040
H  -22.1755  -2.5013  -1.4688  0.057
H  -23.6929  -3.0864  -2.2628  0.083
H  -22.4505  -4.1332  -1.8249  0.083
H  -26.7051  -4.6201  1.2932  0.094
H  -28.5520  -5.1113  2.9387  0.092
H  -29.4325  -3.2536  4.3217  0.093
H  -28.4249  -1.0435  4.2281  0.120
H  -25.3092  2.9830  3.0709  0.090
H  -24.8221  2.9906  4.8107  0.092
H  -26.4788  3.5587  4.3992  0.082
H  -25.3477  -0.1869  5.4666  0.072
H  -26.7433  0.6565  6.1661  0.074
H  -25.1766  1.4582  6.1545  0.082
H  -28.3433  2.4733  3.9809  0.083
H  -29.5637  2.1602  2.6481  0.095
H  -28.1788  3.2875  2.4522  0.079
H  -26.9801  0.3590  0.6395  0.095
H  -28.1474  1.6674  0.4557  0.058
H  -28.7489  0.1531  1.0495  0.083
H  -26.4036  -1.4630  -0.8540  0.088
H  -27.6813  -2.6940  -0.4937  0.083
H  -27.0284  -2.5425  -2.1586  0.089
H  -24.8359  -5.2691  -1.0742  0.108
H  -25.4697  -4.5094  -2.5435  0.081
H  -26.6217  -5.1769  -1.2977  0.084
O  -22.9979  -2.5389  3.8961  -0.158
C  -22.0861  -2.8386  4.7433  -0.136
C  -20.6906  -2.7355  4.4792  -0.111
C  -19.7595  -3.4617  5.2542  0.069
C  -18.4359  -3.4923  4.7927  -0.192
C  -17.9485  -2.8385  3.6561  0.010
C  -18.8449  -1.9903  2.9770  0.001
C  -20.1746  -1.8891  3.4154  -0.362
O  -20.8686  -0.9796  2.8294  -0.216
N  -17.6041  -4.3942  5.5605  -0.358
O  -16.4232  -4.5247  5.2268  0.011
O  -18.0964  -5.0506  6.5033  0.003
H  -22.4002  -3.2229  5.7282  0.144
H  -20.0343  -3.9462  6.2288  0.146
H  -16.8649  -2.9220  3.5164  0.112
H  -18.5467  -1.3946  2.1198  0.110
Cl  -25.9057  3.3799  -0.6685  0.538
C  -24.1324  2.9491  -0.3905  -1.471
Cl  -23.2293  3.1403  -1.9332  0.573
Cl  -23.4448  3.9220  0.8303  0.685
C  -24.1009  1.4567  0.0911  -0.796
O  -24.1085  0.5116  -0.7009  -0.029
O  -24.1849  1.2982  1.3931  -0.323
S  -25.9145  -2.1452  8.2384  0.239
C  -24.7092  -1.1535  8.8352  -1.081
N  -23.8344  -0.5198  9.2967  -0.049
C  -16.7140  4.7423  1.2394  -0.065
C  -17.7013  5.0999  2.3156  -0.236
C  -17.8839  6.4514  2.6079  -0.078
C  -18.9582  6.8508  3.4054  -0.106
C  -19.7907  5.9447  4.0027  -0.048
C  -19.6590  4.5832  3.7726  -0.201
N  -20.6467  3.7149  4.2457  0.079
C  -20.9026  3.4180  5.5598  -0.207
C  -20.4056  4.1244  6.6298  -0.042
C  -20.7323  3.7252  7.9489  -0.098
C  -21.2723  2.4862  8.2204  -0.103
C  -21.8676  1.8182  7.1746  -0.010
C  -21.7334  2.2872  5.8462  -0.042
C  -22.2234  1.4115  4.7293  -0.598
O  -22.8659  0.3807  5.0388  -0.109
O  -22.0675  1.8163  3.5216  -0.129
C  -18.6589  4.1654  2.8464  -0.127
C  -18.4176  2.6689  2.6444  -0.021
H  -16.2428  5.6487  0.8976  0.057
H  -17.1893  4.2822  0.3361  0.086
H  -15.9826  3.9959  1.5324  0.068
H  -17.2058  7.2124  2.2020  0.100
H  -19.1622  7.8800  3.4327  0.077
H  -20.5070  6.2595  4.7804  0.119
H  -21.1161  2.9882  3.6335  0.082
H  -19.8242  5.0300  6.4996  0.088
H  -20.3508  4.3763  8.7254  0.086
H  -21.2837  2.0320  9.2016  0.098
H  -22.4412  0.9377  7.3347  0.087
H  -17.3750  2.4749  2.9686  0.088
H  -18.6494  2.3237  1.5919  0.083
H  -19.0798  2.1500  3.3205  0.064
C  -19.6326  2.2772  -1.5245  -0.126
C  -20.1584  1.0644  -2.2349  -0.244
C  -20.6591  0.0973  -1.2164  -0.184
N  -21.0449  -0.6340  -0.4149  0.209
H  -19.0794  3.0203  -2.1420  0.081
H  -18.9253  1.8898  -0.7105  0.090
H  -20.4346  2.8420  -1.0406  0.052
H  -19.4092  0.5168  -2.8700  0.125
H  -20.9760  1.2438  -2.8968  0.079


2.
Density functional theory data (the ωB97M-V functional and the def2-TZVPD basis) for a structure of composition C44H51Ge2LiN4PSSb.

Calculated values
2S+1: 2
Kohn-Sham gap (spin up / spin down) in eV: 7.5823 / 7.2183
Total charge: +1

Each line ends with the Löwdin charge.
Cartesian coordinates (Å):
Li  0.5784  -0.9380  1.6991  0.490
C  0.6680  2.8340  1.2708  -0.055
C  -0.6269  2.1544  1.5872  -0.322
C  -1.8356  2.8417  1.4956  -0.016
C  -3.0031  2.2220  1.8907  -0.038
C  -2.9312  0.9487  2.4411  -0.145
C  -1.6963  0.3215  2.4974  -0.493
N  -0.5703  0.8941  2.0311  0.025
Sb  -1.5530  -1.3972  3.7954  1.532
C  -1.0530  -3.0584  2.5099  -0.502
C  -1.7674  -4.2100  2.8146  -0.148
C  -1.5980  -5.3323  2.0233  -0.045
C  -0.7244  -5.2563  0.9589  -0.025
C  -0.0201  -4.0813  0.7212  -0.322
C  0.9244  -4.0138  -0.4407  -0.024
N  -0.1675  -2.9916  1.4971  0.030
C  0.4804  -0.9597  4.4264  -0.434
C  0.7294  -1.0048  5.7880  -0.119
C  1.9809  -0.6195  6.2553  -0.046
C  2.9117  -0.1584  5.3520  -0.015
C  2.5958  -0.1215  3.9945  -0.325
C  3.5679  0.4607  3.0052  -0.033
N  1.4158  -0.5537  3.5397  -0.001
H  0.6009  3.4176  0.3524  0.059
H  1.4669  2.1005  1.1840  0.039
H  0.9231  3.5239  2.0796  0.104
H  -1.8430  3.8574  1.1217  0.124
H  -3.9531  2.7352  1.8123  0.120
H  -3.8180  0.4534  2.8159  0.093
H  -2.4595  -4.2183  3.6464  0.084
H  -2.1515  -6.2413  2.2214  0.118
H  -0.5824  -6.1003  0.2974  0.119
H  0.7143  -4.8152  -1.1472  0.089
H  1.9555  -4.1283  -0.1016  0.065
H  0.8403  -3.0590  -0.9551  0.060
H  -0.0418  -1.3293  6.4743  0.089
H  2.2112  -0.6584  7.3121  0.116
H  3.8830  0.1863  5.6824  0.123
H  3.8229  1.4804  3.2995  0.092
H  3.1397  0.4746  2.0062  0.044
H  4.4976  -0.1106  2.9789  0.090
S  4.3544  -2.5526  -0.8423  1.053
C  4.3041  -2.9488  0.8185  -0.375
C  3.2658  -2.3098  1.4081  -0.276
N  2.5126  -1.5074  0.5750  -0.052
C  2.9897  -1.5542  -0.6363  -0.519
H  5.0225  -3.6156  1.2649  0.076
H  2.9925  -2.3946  2.4492  0.105
H  2.5712  -1.0223  -1.4795  0.036
C  -3.4552  -3.1686  -0.9327  -0.261
P  -3.3130  -1.8303  0.3300  0.929
C  -2.1868  -0.7343  -0.6306  -0.302
C  -4.9323  -1.0022  0.1035  -0.403
C  -5.2157  -0.0713  -0.8947  -0.093
C  -6.4886  0.4698  -1.0170  -0.079
C  -7.4993  0.0810  -0.1485  -0.082
C  -7.2296  -0.8385  0.8552  -0.081
C  -5.9512  -1.3643  0.9857  -0.119
H  -4.1729  -3.9216  -0.6073  0.041
H  -2.4842  -3.6517  -1.0599  0.024
H  -3.7847  -2.7580  -1.8887  0.045
H  -2.4903  -0.6537  -1.6766  0.038
H  -1.1818  -1.1655  -0.5966  0.017
H  -2.1491  0.2613  -0.1900  0.010
H  -4.4476  0.2387  -1.5927  0.090
H  -6.6940  1.1897  -1.7989  0.105
H  -8.4932  0.4957  -0.2529  0.106
H  -8.0134  -1.1463  1.5349  0.106
H  -5.7388  -2.0711  1.7812  0.096
C  3.5682  3.7683  -0.1450  -0.248
Ge  3.4277  2.5575  -1.6779  0.661
C  4.7889  1.1988  -1.3091  -0.255
C  4.0830  3.5891  -3.2062  -0.240
Ge  1.2122  1.4694  -1.8477  0.975
C  1.3202  0.1724  -3.3268  -0.390
C  0.4666  -0.9305  -3.4167  -0.133
C  0.6322  -1.8876  -4.4090  -0.081
C  1.6606  -1.7598  -5.3327  -0.080
C  2.5237  -0.6763  -5.2541  -0.073
C  2.3625  0.2728  -4.2510  -0.125
C  -0.0885  2.8852  -2.2616  -0.373
C  0.3790  4.1359  -2.6750  -0.126
C  -0.4867  5.2118  -2.8247  -0.074
C  -1.8379  5.0622  -2.5435  -0.081
C  -2.3216  3.8252  -2.1427  -0.088
C  -1.4538  2.7502  -2.0035  -0.129
H  4.5707  4.2005  -0.1775  0.028
H  3.4623  3.2253  0.7934  -0.002
H  2.8446  4.5831  -0.1658  0.020
H  5.7533  1.7063  -1.2392  0.029
H  4.8577  0.4437  -2.0930  0.010
H  4.5936  0.7016  -0.3583  -0.001
H  5.1416  3.7674  -3.0089  0.028
H  3.5802  4.5528  -3.2771  0.014
H  3.9882  3.0800  -4.1630  0.011
H  -0.3453  -1.0467  -2.7081  0.066
H  -0.0404  -2.7349  -4.4604  0.105
H  1.7866  -2.4995  -6.1124  0.106
H  3.3281  -0.5709  -5.9708  0.108
H  3.0574  1.1012  -4.2028  0.063
H  1.4284  4.2789  -2.8979  0.061
H  -0.1050  6.1670  -3.1617  0.107
H  -2.5079  5.9074  -2.6319  0.106
H  -3.3771  3.6968  -1.9350  0.104
H  -1.8566  1.7923  -1.6976  0.069


Q: Which of these has the highest total charge?
A: C44H51Ge2LiN4PSSb